{
  "formula": "C41H47N5P2Se2Ti",
  "method": "ωB97M-V/def2-TZVPD",
  "elements": ["Ti", "C", "Se", "C", "C", "Se", "C", "H", "H", "H", "H", "H", "H", "H", "H", "H", "H", "C", "C", "C", "C", "C", "C", "C", "C", "C", "C", "C", "C", "C", "C", "C", "N", "H", "H", "H", "H", "H", "H", "H", "H", "H", "H", "C", "P", "C", "C", "C", "C", "C", "C", "C", "P", "C", "C", "H", "H", "H", "H", "H", "H", "H", "H", "H", "H", "H", "H", "H", "H", "H", "H", "N", "C", "N", "N", "C", "N", "H", "H", "H", "H", "C", "C", "C", "C", "C", "C", "C", "C", "C", "C", "H", "H", "H", "H", "H", "H", "H"],
  "xyz": [[-0.22166, -0.06406, 0.09165], [4.66817, 2.39266, -3.47209], [2.92728, 1.51712, -3.37437], [2.52057, 2.01851, -1.52679], [2.38676, 3.50638, -1.26894], [0.93828, 4.39833, -2.25168], [1.01041, 6.03850, -1.19712], [5.12873, 2.13338, -4.42145], [5.28746, 2.03747, -2.65139], [4.53385, 3.46971, -3.41647], [3.33980, 1.63851, -0.91364], [1.61865, 1.44173, -1.27035], [3.30331, 4.04224, -1.51631], [2.16241, 3.64676, -0.21063], [0.95862, 5.77717, -0.14196], [0.14924, 6.63977, -1.47613], [1.92863, 6.57937, -1.41275], [-2.07702, 1.90291, -3.44793], [-3.35902, 2.12368, -2.93175], [-3.62382, 1.83657, -1.61038], [-2.61806, 1.30201, -0.78590], [-1.32901, 1.00288, -1.30153], [-1.09460, 1.34286, -2.64317], [-2.78192, 1.06903, 0.62769], [-3.77617, 1.66697, 1.42357], [-3.73986, 1.55987, 2.78415], [-2.71665, 0.77998, 3.39880], [-2.59706, 0.64372, 4.78993], [-1.61220, -0.14330, 5.34516], [-0.72119, -0.82519, 4.51808], [-0.80874, -0.69733, 3.14792], [-1.78453, 0.12133, 2.55843], [-1.80035, 0.30084, 1.19088], [-1.84388, 2.17826, -4.47176], [-4.13953, 2.53098, -3.56346], [-4.61601, 2.01728, -1.21251], [-0.11400, 1.18785, -3.08763], [-4.54216, 2.26359, 0.94695], [-4.46550, 2.06646, 3.40768], [-3.29798, 1.17934, 5.41950], [-1.53029, -0.23277, 6.42074], [0.04667, -1.45163, 4.95389], [-0.10665, -1.22901, 2.51238], [3.14240, -1.73917, -0.77261], [1.69223, -2.20216, 0.27607], [2.68745, -3.11602, 1.55421], [0.97255, -3.65848, -0.59471], [1.75014, -4.62270, -1.22929], [1.16094, -5.74285, -1.79206], [-0.21690, -5.90733, -1.73849], [-1.00431, -4.93522, -1.14269], [-0.42231, -3.80922, -0.56848], [-1.38070, -2.46837, 0.24504], [-2.83125, -2.29763, -0.87750], [-2.18062, -3.41274, 1.60764], [2.81551, -1.40617, -1.75198], [3.85683, -2.55759, -0.87255], [3.63891, -0.90500, -0.27202], [3.49664, -2.46919, 1.89659], [3.11470, -4.02660, 1.13655], [2.06870, -3.37824, 2.41413], [2.82582, -4.50628, -1.28561], [1.77638, -6.49846, -2.26412], [-0.67488, -6.79419, -2.15818], [-2.08025, -5.06561, -1.12418], [-3.42075, -3.21454, -0.92554], [-2.49162, -2.02749, -1.87562], [-3.45584, -1.48685, -0.49725], [-2.69233, -4.28894, 1.21064], [-2.89267, -2.76293, 2.11835], [-1.42347, -3.72823, 2.32574], [-1.21347, -2.57408, -5.68274], [-1.27569, -1.85969, -4.52768], [-2.37090, -1.09854, -4.31385], [-0.29415, -1.99255, -3.68564], [0.00195, -1.39984, -2.59896], [0.43859, -0.97740, -1.59709], [-2.09094, -2.78654, -6.12880], [-0.54972, -3.33226, -5.66192], [-2.87884, -0.82842, -5.14392], [-2.25294, -0.32262, -3.65435], [2.67347, 1.10464, 4.85865], [2.87673, 0.19815, 3.79977], [2.23686, 0.38320, 2.60698], [1.34463, 1.46234, 2.37607], [0.58191, 1.57947, 1.15372], [-0.10881, 2.77854, 1.01818], [-0.12644, 3.79179, 1.99502], [0.50977, 3.61377, 3.19081], [1.25343, 2.43761, 3.41546], [1.90066, 2.21060, 4.65594], [3.14166, 0.92799, 5.81918], [3.54873, -0.64073, 3.94348], [2.40359, -0.30603, 1.79544], [-0.69971, 2.95356, 0.12495], [-0.68698, 4.70233, 1.81036], [0.45159, 4.35508, 3.98010], [1.76277, 2.93701, 5.44944]],
  "forces_ev_per_angstrom": [[0.0, -1.5, 0.3], [-0.2, 0.0, 0.1], [0.0, 0.0, 0.0], [0.0, -0.1, -0.2], [-0.2, 0.1, 0.0], [0.0, -0.1, 0.0], [0.1, -0.3, -0.1], [0.0, 0.0, 0.0], [0.1, 0.0, 0.0], [0.1, 0.0, 0.0], [0.0, -0.1, 0.1], [0.3, 0.4, 0.0], [0.1, -0.1, 0.1], [0.0, 0.0, 0.0], [0.0, 0.1, 0.0], [0.0, 0.0, 0.0], [0.0, 0.1, 0.0], [0.4, 0.0, 0.0], [-0.3, 0.0, 0.2], [0.0, 0.0, -0.2], [0.0, 0.3, 0.6], [0.0, -0.3, 0.3], [-0.3, 0.2, -0.4], [-0.3, -0.1, -0.4], [-0.1, -0.1, 0.6], [-0.2, 0.1, -0.3], [0.1, -0.1, -0.2], [0.1, -0.1, 0.0], [-0.1, 0.1, 0.0], [0.1, -0.1, 0.0], [-0.1, 0.1, -0.1], [-0.3, 0.0, 0.7], [-0.6, 0.8, 0.2], [0.0, 0.0, 0.0], [0.0, 0.0, 0.0], [0.0, 0.0, 0.0], [0.0, 0.0, 0.0], [0.0, 0.0, 0.0], [0.0, 0.0, 0.0], [0.0, 0.0, 0.0], [0.0, 0.0, 0.0], [0.0, 0.0, 0.0], [0.1, 0.0, 0.0], [-0.2, -0.1, 0.1], [1.2, -0.2, 0.2], [-0.4, 0.2, 0.1], [-0.3, 0.1, 0.0], [0.0, 0.0, 0.0], [0.0, -0.1, 0.0], [0.0, 0.0, 0.0], [0.0, 0.0, 0.0], [0.3, 0.1, 0.1], [-0.7, -0.4, -0.4], [0.1, -0.1, 0.2], [0.3, 0.3, 0.1], [0.1, 0.1, -0.1], [0.0, 0.0, 0.0], [0.0, 0.0, 0.0], [0.0, 0.0, 0.0], [0.0, 0.0, 0.0], [0.0, 0.0, 0.0], [0.0, 0.0, 0.0], [0.0, 0.0, 0.0], [0.0, 0.0, 0.0], [0.0, 0.0, 0.0], [0.0, 0.0, 0.0], [-0.1, 0.0, 0.0], [0.0, 0.0, 0.0], [0.0, 0.0, 0.0], [0.0, 0.0, 0.0], [0.0, 0.0, 0.0], [-0.1, -0.1, 0.2], [-0.6, 0.2, 0.2], [0.4, 0.2, -0.2], [0.5, -0.7, -0.4], [0.4, 0.3, 0.5], [-0.1, -0.2, -2.1], [0.0, 0.0, -0.1], [0.1, 0.1, -0.1], [-0.1, 0.0, 0.1], [-0.1, -0.1, 0.0], [0.0, 0.1, 0.1], [0.0, -0.1, -0.1], [0.0, 0.0, 0.2], [0.1, 0.3, -0.1], [0.2, 0.8, 0.8], [0.2, 0.0, -0.2], [0.1, 0.1, 0.0], [-0.1, 0.0, 0.0], [0.0, -0.1, -0.2], [0.0, -0.1, 0.1], [0.0, 0.0, 0.0], [0.0, 0.0, -0.1], [0.0, -0.1, -0.1], [0.0, 0.0, 0.1], [0.0, 0.0, 0.0], [0.0, 0.0, 0.0], [0.0, 0.0, 0.0]],
  "total_charge": 0,
  "gap_ev": [4.64, 4.69],
  "de_lowest_kj_mol": 0.00
}

{
  "formula": "C41H48BF2GeO2RbSb2",
  "method": "ωB97M-V/def2-TZVPD",
  "elements": ["Rb", "C", "Sb", "C", "C", "C", "C", "C", "C", "C", "C", "C", "Sb", "C", "C", "H", "H", "H", "H", "H", "H", "H", "H", "H", "H", "H", "H", "H", "H", "H", "H", "H", "H", "H", "H", "C", "C", "C", "C", "C", "C", "Ge", "C", "C", "C", "C", "C", "C", "C", "C", "C", "C", "C", "C", "H", "H", "H", "H", "H", "H", "H", "H", "H", "H", "H", "H", "H", "H", "H", "F", "C", "F", "H", "C", "C", "C", "C", "C", "C", "C", "C", "O", "B", "O", "C", "C", "H", "H", "H", "H", "H", "H", "H", "H", "H", "H", "H", "H"],
  "xyz": [[-0.21140, 2.27931, 0.81877], [4.61033, 1.41989, 3.00101], [2.63703, 0.82701, 2.29166], [2.89693, 1.36641, 0.22419], [3.54325, -1.19813, 1.62785], [3.32394, -2.23287, 2.65414], [4.23773, -2.36608, 3.70686], [4.03732, -3.25275, 4.75211], [2.89835, -4.04536, 4.77148], [1.98670, -3.93557, 3.73320], [2.17149, -3.04887, 2.67380], [1.15207, -3.00258, 1.58189], [-0.40561, -1.47349, 1.72589], [-0.87617, -1.90457, 3.79527], [-1.90453, -2.81060, 0.91344], [4.80564, 0.91981, 3.95042], [4.70152, 2.49553, 3.14066], [5.35643, 1.09524, 2.27433], [3.91446, 1.09481, -0.05537], [2.76535, 2.43389, 0.05480], [2.22127, 0.79795, -0.41418], [4.60703, -1.01151, 1.46392], [3.07623, -1.42867, 0.66791], [5.13121, -1.75025, 3.69612], [4.76899, -3.32747, 5.54781], [2.72825, -4.74495, 5.58029], [1.10159, -4.56385, 3.73363], [0.59547, -3.94072, 1.55794], [1.61150, -2.86730, 0.60095], [-1.05286, -2.96995, 3.94233], [-1.76852, -1.35178, 4.09105], [-0.04076, -1.59658, 4.42400], [-1.83215, -3.78932, 1.38896], [-1.75082, -2.91465, -0.16182], [-2.90665, -2.40833, 1.07151], [-4.37322, 4.83083, -3.37375], [-3.77027, 5.00313, -2.13580], [-3.47433, 3.89538, -1.35106], [-3.75538, 2.59820, -1.78620], [-4.36054, 2.44673, -3.03151], [-4.67200, 3.54870, -3.81662], [-3.10588, 1.05222, -0.71761], [-3.81353, 1.56723, 1.12851], [-3.21324, 1.09817, 2.29558], [-3.64845, 1.49642, 3.55259], [-4.70420, 2.38915, 3.66788], [-5.31964, 2.86870, 2.51814], [-4.87902, 2.46153, 1.26564], [-4.15426, -0.56651, -1.19194], [-5.37379, -0.80783, -0.55172], [-6.13869, -1.92750, -0.84970], [-5.69013, -2.84158, -1.79458], [-4.47807, -2.62012, -2.43278], [-3.72102, -1.49243, -2.13702], [-4.60606, 5.69058, -3.99007], [-3.53129, 5.99915, -1.78117], [-3.02242, 4.04445, -0.37421], [-4.57684, 1.44531, -3.38978], [-5.14213, 3.40985, -4.78340], [-2.37855, 0.40812, 2.22052], [-3.15960, 1.11748, 4.44290], [-5.04235, 2.71169, 4.64463], [-6.14512, 3.56671, 2.59974], [-5.36823, 2.84361, 0.37678], [-5.72842, -0.11103, 0.20076], [-7.08182, -2.08849, -0.34019], [-6.27839, -3.72017, -2.03037], [-4.11529, -3.32945, -3.16789], [-2.77707, -1.33179, -2.64784], [0.70137, 3.43143, 3.23867], [1.99027, 3.39039, 2.58603], [1.73903, 4.19354, 1.42849], [2.60318, 4.02429, 3.24199], [5.39474, -0.37296, -2.58397], [4.19145, -0.95944, -3.33817], [4.46544, -0.90431, -4.84826], [4.05758, -2.42948, -2.93134], [2.93256, -0.15418, -3.01429], [2.88865, 1.21042, -3.30312], [1.75724, 1.99508, -3.06949], [0.64387, 1.38566, -2.53684], [-0.59255, 1.87885, -2.28060], [-1.39551, 0.77241, -1.76439], [-0.48174, -0.34387, -1.64405], [0.68831, 0.02467, -2.20743], [1.80272, -0.74715, -2.44004], [6.29465, -0.94970, -2.81412], [5.22236, -0.41209, -1.50781], [5.57503, 0.66688, -2.85941], [5.36412, -1.47791, -5.08959], [4.61589, 0.12159, -5.18654], [3.62426, -1.32455, -5.40309], [4.97788, -2.96236, -3.17902], [3.23515, -2.91641, -3.45918], [3.89517, -2.52523, -1.85592], [3.75816, 1.68281, -3.74379], [1.74050, 3.04681, -3.32766], [1.77889, -1.79529, -2.17234]],
  "forces_ev_per_angstrom": [[0.0, 0.1, 0.0], [-0.2, -0.1, 0.0], [0.4, 0.1, 0.2], [0.1, 0.2, 0.1], [0.0, 0.0, 0.0], [0.0, 0.0, 0.0], [0.0, -0.1, 0.1], [0.0, 0.0, 0.0], [0.0, 0.0, 0.0], [0.0, 0.0, 0.0], [0.1, 0.1, 0.0], [0.0, 0.0, -0.1], [0.0, -0.4, 0.1], [0.1, 0.1, -0.1], [0.0, 0.2, 0.0], [0.0, 0.0, 0.0], [-0.1, 0.0, 0.0], [0.0, 0.0, 0.0], [0.0, 0.0, 0.0], [0.0, 0.0, 0.0], [0.0, 0.0, 0.0], [0.0, 0.0, 0.0], [0.0, 0.0, 0.0], [0.0, 0.0, 0.0], [0.0, 0.0, 0.0], [0.0, 0.0, 0.0], [0.0, 0.0, 0.0], [0.0, 0.0, 0.0], [0.0, 0.0, 0.0], [0.0, 0.0, -0.1], [0.0, 0.0, 0.0], [0.0, 0.0, 0.0], [0.0, 0.0, 0.0], [0.0, 0.0, 0.0], [0.0, 0.0, 0.0], [0.0, 0.0, 0.0], [0.0, 0.0, 0.0], [0.0, -0.1, -0.1], [-0.1, 0.1, 0.3], [0.0, -0.1, 0.1], [0.0, 0.0, -0.1], [-0.5, -0.2, -0.6], [0.1, 0.0, -0.2], [0.0, 0.0, 0.0], [0.0, 0.0, 0.1], [0.0, 0.0, -0.1], [0.0, 0.0, 0.0], [0.0, -0.1, 0.0], [-0.3, 0.2, 0.5], [0.0, 0.0, -0.1], [0.0, 0.0, 0.0], [0.0, 0.0, 0.0], [0.1, 0.0, 0.0], [0.0, -0.1, -0.1], [0.0, 0.0, 0.0], [0.0, 0.0, 0.0], [0.0, 0.0, 0.0], [0.0, 0.0, 0.0], [0.0, 0.0, 0.0], [0.0, 0.0, 0.0], [0.0, 0.0, 0.0], [0.0, 0.0, 0.0], [0.0, 0.0, 0.0], [0.0, 0.0, 0.0], [0.0, 0.0, 0.0], [0.0, 0.0, 0.0], [0.0, 0.0, 0.0], [0.0, 0.0, 0.0], [0.0, 0.0, 0.0], [0.2, 0.0, -0.1], [-0.2, -0.4, 0.2], [0.1, 0.2, 0.1], [0.0, 0.2, -0.1], [-0.1, 0.0, 0.0], [0.1, 0.0, 0.0], [0.0, 0.0, 0.1], [0.0, 0.1, 0.0], [-0.1, 0.2, 0.0], [0.1, -0.2, 0.0], [-0.2, 0.2, -0.1], [0.1, -0.8, -0.1], [-0.1, 0.3, 0.4], [0.7, 0.0, -0.3], [-0.4, -0.4, 0.1], [0.1, 0.7, -0.1], [0.0, -0.3, 0.0], [0.0, 0.0, 0.0], [0.0, 0.0, 0.0], [0.0, 0.0, 0.0], [0.0, 0.0, 0.0], [0.0, 0.0, 0.0], [0.0, 0.0, 0.0], [0.0, 0.0, 0.0], [0.0, 0.0, 0.0], [0.0, 0.0, 0.0], [0.0, 0.0, 0.0], [0.0, 0.0, 0.0], [0.0, 0.0, 0.0]],
  "spin_multiplicity": 2,
  "s_squared": 0.755,
  "total_charge": -1,
  "gap_ev": [4.39, 6.32],
  "de_lowest_kj_mol": 1.73
}

| no. | energy (eV) |
| --- | --- |
| 1 | -223115.105 |
| 2 | -123749.579 |